DFT (wB97M-V/def2-TZVPD) results for a 2-piece molecular cluster, C10H15O4P overall at a distorted geometry.

Last column: Mulliken charge in e.
Positions of all 30 atoms, in Å:
C (-3.35812, -2.45167, -0.11499)  -0.898
C (-2.31519, -1.70671, -0.10679)  -0.193
C (-0.56633, -0.62736, 1.26712)  -0.529
C (-0.39788, -0.66003, -1.23769)  -0.785
C (0.94341, -0.45434, 1.37145)  -1.226
C (1.10911, -0.47622, -1.14194)  -1.089
C (3.30203, 1.72073, 0.09160)  -0.427
C (2.02005, 2.43403, -0.35798)  -0.390
C (-0.91925, -1.40945, -0.00167)  0.858
C (1.49361, 0.28298, 0.14296)  1.360
O (-4.14479, 2.40993, 0.28511)  -0.532
O (2.91219, 0.36766, 0.21863)  -0.499
O (1.00121, 1.60080, 0.14201)  -0.433
O (-3.20599, 0.37385, -0.61751)  -0.425
P (-3.62744, 1.08812, 0.68691)  0.284
H (-4.34606, -2.06672, -0.30580)  0.317
H (-3.30337, -3.51609, 0.07039)  0.279
H (-0.94581, -1.14335, 2.15030)  0.358
H (-1.03378, 0.35860, 1.21297)  0.120
H (-0.89135, 0.31144, -1.27156)  0.356
H (-0.65425, -1.20752, -2.14585)  0.477
H (1.19086, 0.12626, 2.26087)  0.405
H (1.44774, -1.42114, 1.43817)  0.319
H (1.62279, -1.43888, -1.12493)  0.333
H (1.47074, 0.08312, -2.00513)  0.346
H (4.11240, 1.79207, -0.63722)  0.276
H (3.64440, 2.09425, 1.06390)  0.281
H (1.89325, 3.42426, 0.07926)  0.314
H (1.96367, 2.50469, -1.45324)  0.270
H (-0.41788, -2.39330, 0.04065)  0.476

The total charge is 0. The total energy is -1032.28252 a.u. For the energy relative to the best compared isomer or geometry (same formula, charge and spin), the calculation gives 108.34 kcal/mol. The lowest unoccupied orbital energy comes out at -1.248 eV. Its HOMO energy is -0.3229 Ha.